Entry from the Open Molecules 2025 dataset: 2 unconnected molecules or ions with the total composition C3H10N2O2 in a non-equilibrium geometry (wB97M-V/def2-TZVPD).

```
17
Properties=species:S:1:pos:R:3:lowdin_charge:R:1
N 2.712 -0.307 -0.104 0.00
C 1.595 -0.918 0.643 -0.26
C 0.243 -0.425 0.111 -0.11
C -0.667 0.092 1.237 -0.54
N -1.885 0.548 0.829 0.15
O -0.361 0.066 2.410 0.04
H 3.080 -0.876 -0.829 0.05
H 3.464 -0.110 0.498 0.04
H 1.703 -0.629 1.682 0.10
H 1.647 -2.004 0.533 0.11
H 0.441 0.481 -0.468 0.11
H -0.270 -1.198 -0.454 0.11
H -2.578 0.576 1.558 0.10
H -2.118 0.824 -0.110 0.05
O -2.321 1.326 -2.206 -0.04
H -2.274 0.454 -2.578 0.04
H -2.413 2.099 -2.753 0.04
```

Properties
Largest force on an atom (hartree/bohr): 0.041
SMILES: NCCC(N)=O.O
M (g mol⁻¹): 106.1
2S+1: 1
Highest occupied orbital energy (eV): -9.11
Relative energy (zero: lowest compared OMol25 entry of this formula, charge and spin) (kJ/mol): 87.6
Charge: 0
Energy (eV): -10348.5801

***

Entry from the Open Molecules 2025 dataset: a molecular structure, C30H33ClGeN3O3S2Sc (wB97M-V/def2-TZVPD).

```
74
Properties=species:S:1:pos:R:3:lowdin_charge:R:1
Sc -0.268 -0.977 0.527 0.88
C -0.879 -2.024 2.892 -0.15
C -0.569 -0.854 3.592 -0.08
C -1.562 0.084 3.839 -0.07
C -2.857 -0.136 3.381 -0.08
C -3.159 -1.277 2.652 -0.10
C -2.173 -2.226 2.407 -0.14
H -0.140 -2.809 2.782 0.11
H 0.439 -0.695 3.953 0.12
H -1.326 0.985 4.390 0.12
H -3.633 0.590 3.582 0.11
H -4.161 -1.429 2.273 0.12
H -2.418 -3.134 1.872 0.12
C 4.394 -1.311 3.753 -0.11
C 4.409 0.018 3.353 -0.09
C 3.466 0.505 2.466 -0.04
C 2.470 -0.336 1.957 -0.28
C 2.481 -1.680 2.339 -0.07
C 3.427 -2.157 3.233 -0.08
N 1.473 0.133 1.076 -0.11
N 1.882 1.239 0.409 0.08
C 1.061 1.732 -0.434 -0.33
C 1.465 2.755 -1.372 -0.02
C 0.733 2.990 -2.469 -0.08
C -0.500 2.248 -2.662 -0.07
C -0.979 1.440 -1.717 -0.17
N -0.284 1.187 -0.490 -0.16
H 5.136 -1.688 4.444 0.10
H 5.169 0.688 3.736 0.10
H 3.482 1.540 2.157 0.10
H 1.794 -2.382 1.884 0.07
H 3.423 -3.206 3.498 0.11
H 2.406 3.251 -1.178 0.12
H 1.043 3.715 -3.208 0.11
H -1.068 2.361 -3.575 0.11
H -1.919 0.921 -1.820 0.01
C -3.980 2.593 -0.263 -0.20
Ge -2.329 3.170 0.595 0.84
C -2.663 3.619 2.471 -0.20
C -1.493 4.686 -0.305 -0.20
C -1.048 1.641 0.732 -0.25
H -4.687 3.422 -0.299 0.02
H -4.428 1.774 0.299 0.02
H -3.797 2.245 -1.278 0.02
H -3.299 4.502 2.527 0.02
H -1.728 3.842 2.987 0.03
H -3.168 2.808 2.993 0.00
H -1.994 5.609 -0.010 0.02
H -1.569 4.576 -1.385 0.02
H -0.441 4.762 -0.035 0.02
H -1.657 0.811 1.126 0.01
H -0.314 1.876 1.503 0.08
C -1.165 -3.237 -3.683 -0.10
O -1.475 -2.724 -2.385 -0.24
C -2.276 -1.664 -2.291 -1.27
S -2.945 -0.901 -3.582 0.67
S -2.555 -1.217 -0.626 0.64
H -0.495 -4.074 -3.506 0.10
H -0.676 -2.473 -4.288 0.07
H -2.074 -3.565 -4.188 0.08
Cl 3.186 -0.954 -6.069 0.67
C 2.685 -1.600 -4.539 -0.66
C 3.162 -2.836 -4.129 -0.09
C 2.759 -3.343 -2.906 0.00
C 1.880 -2.632 -2.097 -0.12
C 1.414 -1.396 -2.531 -0.02
C 1.813 -0.869 -3.747 -0.09
C 1.470 -3.242 -0.783 -0.52
O 1.956 -4.272 -0.381 0.11
O 0.545 -2.580 -0.118 -0.17
H 3.842 -3.388 -4.762 0.11
H 3.119 -4.301 -2.555 0.12
H 0.718 -0.822 -1.932 0.09
H 1.447 0.093 -4.079 0.11
```

Properties
Largest force on an atom (hartree/bohr): 0.008
M (g mol⁻¹): 700.8
2S+1: 1
Highest occupied orbital energy (eV): -7.24
Relative energy (zero: lowest compared OMol25 entry of this formula, charge and spin) (kJ/mol): 48.2
Charge: 0
Energy (eV): -153670.0562

***

Entry from the Open Molecules 2025 dataset: 5 unconnected molecules or ions with the total composition C27H55BrO15PS5 in a non-equilibrium geometry (wB97M-V/def2-TZVPD).

```
104
Properties=species:S:1:pos:R:3:lowdin_charge:R:1
C -3.072 2.258 7.663 -0.11
C -2.556 1.436 6.467 -0.25
C -2.356 -0.013 6.886 -0.19
C -1.451 -0.857 5.988 -0.13
C -0.280 -0.107 5.417 -0.38
O 0.493 0.392 6.467 -0.25
P 2.147 0.660 6.013 0.53
O 3.759 0.860 5.512 -0.27
O 2.645 -0.753 6.862 -0.29
C 3.136 -0.541 8.146 -0.37
C 2.028 -0.568 9.186 -0.09
O 1.882 -0.394 4.611 -0.21
C 0.624 -0.857 4.422 -0.51
C 0.150 -0.706 2.953 -0.10
C -1.311 -0.405 2.747 -0.71
O -1.803 0.702 2.777 0.02
Br -2.545 -1.908 2.331 0.72
S 0.780 -2.681 4.722 0.67
C 2.282 -3.064 3.856 -0.12
O 0.891 -3.018 6.106 -0.29
O -0.298 -3.392 4.063 -0.38
H -4.134 2.113 7.821 0.06
H -2.851 3.311 7.533 0.06
H -2.536 1.949 8.550 0.06
H -3.302 1.531 5.687 0.10
H -1.641 1.915 6.150 0.10
H -2.018 -0.056 7.911 0.10
H -3.337 -0.480 6.863 0.11
H -2.003 -1.380 5.216 0.09
H -1.023 -1.640 6.601 0.11
H -0.560 0.798 4.872 0.12
H 2.235 1.531 7.146 0.04
H 1.778 1.830 5.243 0.04
H 3.816 1.584 4.877 -0.04
H 3.795 -1.382 8.365 0.10
H 3.741 0.362 8.216 0.09
H 1.351 0.260 9.037 0.05
H 1.488 -1.496 9.037 0.07
H 2.429 -0.568 10.195 0.06
H 0.383 -1.599 2.391 0.09
H 0.701 0.094 2.481 0.14
H 2.319 -2.465 2.957 0.06
H 3.139 -2.827 4.461 0.07
H 2.255 -4.096 3.550 0.06
C -5.429 -2.174 -0.821 -0.22
C -4.190 -1.273 -0.868 -0.24
C -3.960 -0.887 -2.336 -0.21
S -5.576 -0.925 -3.120 0.66
O -5.584 -1.980 -4.110 -0.34
O -5.983 0.415 -3.461 -0.33
C -6.482 -1.483 -1.683 -0.23
H -5.783 -2.319 0.199 0.12
H -5.191 -3.155 -1.238 0.12
H -4.369 -0.376 -0.273 0.12
H -3.318 -1.769 -0.449 0.06
H -3.543 0.111 -2.440 0.10
H -3.325 -1.609 -2.849 0.10
H -7.290 -2.139 -1.997 0.11
H -6.884 -0.600 -1.188 0.11
C -3.816 -1.254 -7.969 -0.21
C -3.565 -2.710 -8.383 -0.21
C -2.122 -3.057 -7.992 -0.21
S -1.725 -2.012 -6.582 0.67
O -0.677 -1.096 -6.973 -0.34
O -1.601 -2.821 -5.399 -0.32
C -3.276 -1.128 -6.549 -0.23
H -4.872 -0.995 -8.016 0.12
H -3.273 -0.579 -8.637 0.11
H -4.258 -3.363 -7.850 0.12
H -3.728 -2.861 -9.449 0.11
H -2.010 -4.097 -7.698 0.10
H -1.419 -2.820 -8.789 0.09
H -3.102 -0.100 -6.240 0.11
H -3.928 -1.630 -5.832 0.08
C 6.569 3.929 1.584 -0.23
C 6.974 4.997 2.611 -0.22
C 6.086 4.805 3.847 -0.22
S 5.648 3.060 3.883 0.67
O 4.225 2.949 3.667 -0.31
O 6.310 2.428 4.984 -0.29
C 6.478 2.618 2.360 -0.23
H 7.285 3.860 0.767 0.11
H 5.594 4.178 1.159 0.12
H 8.022 4.859 2.884 0.11
H 6.872 6.004 2.208 0.11
H 6.602 5.053 4.770 0.10
H 5.162 5.376 3.773 0.10
H 5.908 1.847 1.849 0.11
H 7.466 2.243 2.623 0.11
C 0.625 -0.407 -9.852 -0.22
C 1.868 0.490 -9.919 -0.21
C 2.095 0.855 -11.393 -0.22
S 0.475 0.810 -12.173 0.66
O 0.458 -0.255 -13.144 -0.33
O 0.072 2.147 -12.528 -0.33
C -0.426 0.277 -10.722 -0.23
H 0.272 -0.537 -8.830 0.08
H 0.860 -1.394 -10.259 0.12
H 1.693 1.397 -9.338 0.12
H 2.743 -0.003 -9.499 0.11
H 2.514 1.850 -11.515 0.10
H 2.723 0.124 -11.899 0.10
H -1.238 -0.380 -11.025 0.10
H -0.823 1.167 -10.236 0.11
```

Properties
Largest force on an atom (hartree/bohr): 0.054
M (g mol⁻¹): 890.9
2S+1: 1
Highest occupied orbital energy (eV): -5.13
Charge: -1
Energy (eV): -193111.5050